w:
131
Properties=species:S:1:pos:R:3:lowdin_charge:R:1 method="wB97M-V/def2-TZVPD" homo_lumo_gap_ev=9.19 e_lumo_ev=0.169 smiles=COC[C@H](C)N.COC[C@H](C)N.COC[C@H](C)N.COC[C@H](C)N.COC[C@H](C)N.COC[C@H](C)N.COC[C@H](C)N.CCO.O multiplicity=1
C -2.26 30.28 -3.79 -0.110
C -1.93 29.78 -2.43 -0.376
O -2.55 28.57 -2.28 -0.064
H -1.83 29.70 -4.60 0.076
H -1.79 31.25 -3.92 0.072
H -3.32 30.50 -3.94 0.082
H -2.42 30.48 -1.75 0.116
H -0.87 29.74 -2.21 0.114
H -2.18 27.92 -2.89 0.089
O 4.46 24.49 -3.00 -0.055
H 3.87 25.23 -3.18 0.027
H 4.39 24.36 -2.05 0.028
C 1.12 25.47 10.69 -0.057
C 1.68 24.24 9.95 -0.510
C 0.59 23.55 9.13 -0.189
O 1.03 22.23 8.80 -0.204
C 0.07 21.28 8.35 -0.097
N 2.62 24.74 9.17 0.025
H 1.86 25.76 11.44 0.079
H 0.23 25.24 11.27 0.065
H 0.76 26.28 10.06 0.081
H 2.13 23.49 10.61 0.153
H 0.41 23.96 8.14 0.128
H -0.35 23.59 9.68 0.115
H -0.79 21.47 9.00 0.076
H 0.29 20.22 8.28 0.087
H -0.36 21.55 7.37 0.076
H 2.17 25.25 8.42 0.086
H 2.93 23.94 8.63 0.087
C 11.31 28.15 0.18 -0.047
C 11.82 29.60 0.69 -0.418
C 10.52 30.51 0.79 -0.199
O 10.02 31.04 -0.43 -0.171
C 8.88 30.40 -0.99 -0.104
N 12.40 29.46 2.02 0.020
H 11.98 27.30 0.31 0.058
H 10.93 28.29 -0.84 0.058
H 10.54 27.86 0.90 0.066
H 12.54 30.04 0.01 0.126
H 11.08 31.32 1.25 0.108
H 9.90 30.01 1.54 0.125
H 8.48 31.06 -1.76 0.082
H 8.10 30.36 -0.22 0.087
H 9.03 29.46 -1.52 0.074
H 13.18 28.83 1.89 0.070
H 12.86 30.35 2.09 0.066
C -0.71 36.12 4.48 -0.074
C 0.82 35.93 4.61 -0.404
C 1.49 35.44 3.27 -0.175
O 2.90 35.12 3.44 -0.206
C 3.21 33.91 4.13 -0.108
N 1.35 37.20 5.09 0.026
H -1.10 35.15 4.17 0.061
H -1.06 36.77 3.67 0.076
H -1.34 36.22 5.37 0.074
H 1.02 35.13 5.33 0.121
H 1.50 36.13 2.43 0.120
H 0.95 34.63 2.79 0.111
H 3.16 33.12 3.39 0.075
H 2.48 33.61 4.88 0.078
H 4.27 33.84 4.42 0.088
H 2.33 37.13 5.31 0.066
H 1.25 37.97 4.44 0.072
C 10.21 25.21 8.03 -0.058
C 10.69 24.04 8.94 -0.445
C 12.16 24.13 9.18 -0.194
O 12.73 23.77 7.89 -0.207
C 14.04 23.12 8.02 -0.088
N 9.94 24.10 10.21 0.032
H 9.14 25.31 7.85 0.070
H 10.69 25.19 7.06 0.072
H 10.50 26.16 8.48 0.076
H 10.45 23.11 8.42 0.134
H 12.43 23.43 9.97 0.112
H 12.58 25.09 9.50 0.131
H 14.79 23.85 8.34 0.077
H 14.49 22.92 7.05 0.079
H 13.96 22.25 8.67 0.084
H 10.34 23.44 10.86 0.059
H 9.11 23.65 9.84 0.067
C -8.25 24.58 4.43 -0.071
C -7.29 23.52 5.08 -0.415
C -6.20 24.20 6.00 -0.194
O -6.81 24.87 7.06 -0.198
C -5.97 25.55 8.00 -0.102
N -8.05 22.45 5.66 0.028
H -8.60 25.35 5.11 0.067
H -9.08 24.19 3.84 0.073
H -7.55 25.20 3.87 0.066
H -6.79 23.15 4.18 0.122
H -5.65 24.92 5.40 0.118
H -5.53 23.52 6.52 0.122
H -6.60 25.68 8.88 0.087
H -5.61 26.54 7.72 0.080
H -5.05 25.09 8.35 0.080
H -8.47 22.84 6.50 0.072
H -8.77 22.24 4.98 0.065
C 3.05 18.44 0.92 -0.082
C 1.72 17.69 1.17 -0.412
C 0.47 18.36 0.49 -0.172
O 0.20 19.59 1.21 -0.181
C -0.83 20.41 0.63 -0.124
N 2.04 16.44 0.50 0.011
H 3.33 18.53 -0.13 0.075
H 3.90 17.96 1.40 0.076
H 2.97 19.46 1.29 0.069
H 1.60 17.54 2.24 0.139
H -0.37 17.67 0.59 0.121
H 0.77 18.57 -0.53 0.120
H -0.71 20.61 -0.43 0.071
H -0.78 21.41 1.06 0.081
H -1.87 20.14 0.47 0.079
H 2.03 16.68 -0.48 0.063
H 1.28 15.79 0.60 0.064
C 3.54 26.78 3.17 -0.063
C 2.24 25.96 3.32 -0.456
C 0.94 26.81 3.30 -0.226
O 0.78 27.45 4.53 -0.208
C -0.05 28.64 4.46 -0.067
N 2.27 24.99 2.29 0.017
H 4.41 26.23 3.51 0.073
H 3.51 27.67 3.78 0.072
H 3.73 27.10 2.14 0.076
H 2.31 25.45 4.28 0.129
H 0.06 26.20 3.11 0.119
H 1.02 27.48 2.44 0.123
H 0.62 29.39 4.03 0.090
H -0.12 28.80 5.54 0.086
H -1.03 28.42 4.06 0.089
H 1.47 24.36 2.28 0.071
H 3.10 24.43 2.45 0.077

=====

x:
131
Properties=species:S:1:pos:R:3:lowdin_charge:R:1 method="wB97M-V/def2-TZVPD" homo_lumo_gap_ev=9.24 e_lumo_ev=0.255 smiles=COC[C@H](C)N.COC[C@H](C)N.COC[C@H](C)N.COC[C@H](C)N.COC[C@H](C)N.COC[C@H](C)N.COC[C@H](C)N.CO.CO multiplicity=1
C 5.39 -1.08 1.75 -0.139
O 4.60 0.11 1.92 -0.144
H 5.31 -1.70 2.66 0.075
H 4.97 -1.59 0.89 0.069
H 6.46 -0.92 1.62 0.077
H 4.98 0.57 2.67 0.077
C 2.28 7.41 3.18 -0.135
O 3.04 7.47 1.95 -0.142
H 2.93 7.46 4.06 0.074
H 1.60 8.27 3.14 0.077
H 1.75 6.47 3.13 0.062
H 3.62 8.23 2.00 0.064
C 1.14 -4.54 -6.51 -0.069
C 2.09 -3.36 -6.57 -0.449
C 2.72 -3.09 -5.22 -0.230
O 1.71 -2.77 -4.28 -0.193
C 2.22 -2.40 -3.04 -0.129
N 3.09 -3.60 -7.62 0.037
H 0.21 -4.38 -5.97 0.059
H 1.64 -5.43 -6.10 0.084
H 0.85 -4.84 -7.52 0.079
H 1.46 -2.50 -6.84 0.141
H 3.41 -2.23 -5.27 0.127
H 3.28 -3.97 -4.88 0.131
H 2.98 -3.12 -2.67 0.090
H 1.42 -2.47 -2.30 0.057
H 2.66 -1.40 -3.03 0.087
H 3.46 -4.53 -7.45 0.069
H 3.89 -3.00 -7.45 0.064
C -2.94 -0.61 1.72 -0.058
C -4.34 -0.46 2.30 -0.442
C -4.66 -1.56 3.30 -0.215
O -4.70 -2.85 2.72 -0.189
C -5.86 -3.12 1.97 -0.115
N -4.54 0.89 2.85 0.044
H -2.10 -0.22 2.29 0.076
H -2.97 -0.15 0.73 0.077
H -2.76 -1.68 1.55 0.073
H -5.04 -0.57 1.47 0.124
H -5.65 -1.37 3.76 0.124
H -3.92 -1.59 4.10 0.130
H -5.61 -3.86 1.21 0.087
H -6.29 -2.24 1.49 0.081
H -6.62 -3.60 2.61 0.089
H -5.53 1.09 2.90 0.074
H -4.13 0.98 3.77 0.062
C 0.13 -0.15 -0.59 -0.052
C 1.48 0.48 -0.31 -0.423
C 1.41 1.42 0.87 -0.214
O 0.46 2.44 0.67 -0.197
C 0.35 3.35 1.74 -0.088
N 2.44 -0.59 -0.09 0.073
H -0.68 0.55 -0.81 0.083
H -0.27 -0.72 0.26 0.076
H 0.16 -0.83 -1.44 0.059
H 1.77 1.06 -1.18 0.116
H 2.41 1.87 1.00 0.126
H 1.19 0.86 1.80 0.114
H 1.35 3.79 1.87 0.093
H -0.12 2.97 2.65 0.056
H -0.29 4.14 1.33 0.095
H 3.38 -0.22 0.00 0.051
H 2.27 -1.05 0.80 0.053
C -1.39 -6.09 -1.87 -0.073
C -1.90 -4.75 -2.33 -0.432
C -1.74 -3.66 -1.28 -0.188
O -2.28 -2.44 -1.78 -0.193
C -3.66 -2.32 -1.59 -0.124
N -1.19 -4.45 -3.58 0.055
H -0.33 -6.04 -1.62 0.059
H -1.51 -6.87 -2.62 0.078
H -1.90 -6.46 -0.96 0.083
H -2.96 -4.86 -2.56 0.129
H -0.71 -3.42 -1.03 0.097
H -2.25 -3.92 -0.34 0.131
H -4.24 -3.11 -2.08 0.086
H -4.02 -1.39 -2.04 0.093
H -3.94 -2.22 -0.54 0.068
H -1.45 -3.50 -3.87 0.075
H -0.19 -4.36 -3.41 0.059
C -3.77 5.44 5.87 -0.075
C -3.21 4.80 4.63 -0.450
C -2.01 3.90 4.95 -0.215
O -0.88 4.71 5.20 -0.170
C 0.29 3.97 5.40 -0.133
N -4.25 4.12 3.88 0.039
H -4.52 6.20 5.65 0.077
H -2.96 5.90 6.45 0.079
H -4.30 4.73 6.52 0.079
H -2.84 5.60 3.99 0.143
H -1.86 3.28 4.07 0.108
H -2.28 3.29 5.82 0.132
H 0.55 3.19 4.68 0.070
H 0.31 3.49 6.39 0.090
H 1.12 4.68 5.50 0.086
H -4.42 3.16 4.13 0.040
H -4.00 4.00 2.90 0.071
C 2.24 5.54 -6.07 -0.074
C 0.96 5.73 -5.27 -0.416
C 0.71 4.50 -4.42 -0.235
O 1.70 4.39 -3.42 -0.186
C 1.33 3.50 -2.40 -0.117
N 1.07 6.94 -4.40 0.040
H 2.21 4.60 -6.63 0.077
H 3.09 5.44 -5.40 0.080
H 2.37 6.29 -6.85 0.077
H 0.09 5.84 -5.93 0.127
H 0.73 3.61 -5.07 0.126
H -0.30 4.48 -3.98 0.125
H 0.46 3.86 -1.85 0.091
H 2.17 3.40 -1.71 0.089
H 1.13 2.48 -2.76 0.086
H 2.05 7.22 -4.45 0.057
H 0.94 6.66 -3.44 0.060
C 1.22 -4.72 0.39 -0.073
C 2.01 -4.86 1.69 -0.424
C 1.26 -4.22 2.85 -0.206
O 0.83 -2.91 2.56 -0.192
C 1.33 -1.91 3.42 -0.097
N 2.14 -6.31 1.97 0.031
H 1.05 -3.66 0.20 0.058
H 0.28 -5.26 0.50 0.080
H 1.78 -5.03 -0.50 0.081
H 3.00 -4.43 1.50 0.134
H 1.88 -4.22 3.75 0.118
H 0.40 -4.87 3.05 0.129
H 1.47 -0.99 2.86 0.053
H 2.28 -2.16 3.89 0.086
H 0.59 -1.75 4.22 0.090
H 2.96 -6.49 2.54 0.067
H 2.28 -6.78 1.08 0.063

=====

If you had to name the least stable structure above, which would it be? It would be w.